# 1
{"formula": "C4H10O3", "method": "ωB97M-V/def2-TZVPD", "elements": ["C", "C", "O", "C", "C", "O", "H", "H", "H", "H", "H", "H", "H", "H", "O", "H", "H"], "xyz": [[-3.40, 0.11, -0.67], [-2.21, -0.05, 0.33], [-1.01, 0.21, -0.37], [0.15, -0.43, -0.09], [1.30, 0.18, -0.84], [0.30, -1.41, 0.66], [-3.34, -0.62, -1.49], [-3.35, 1.12, -1.09], [-4.37, -0.02, -0.16], [-2.37, 0.65, 1.18], [-2.18, -1.08, 0.75], [2.04, 0.65, -0.17], [0.95, 0.94, -1.56], [1.80, -0.63, -1.40], [5.16, 0.04, 1.25], [5.64, -0.50, 1.92], [4.87, 0.84, 1.74]], "nbo_charge": [-0.624, -0.076, -0.520, 0.799, -0.720, -0.602, 0.214, 0.212, 0.215, 0.181, 0.202, 0.247, 0.227, 0.244, -0.941, 0.472, 0.469], "e_tot_ev": -10452.6412, "spin_multiplicity": 1}

---

# 2
{"formula": "C6H10O", "method": "ωB97M-V/def2-TZVPD", "elements": ["C", "C", "C", "C", "C", "C", "O", "H", "H", "H", "H", "H", "H", "H", "H", "H", "H"], "xyz": [[2.09, 0.70, 0.27], [0.71, 0.25, 0.63], [-0.33, -1.89, 0.09], [-1.07, -0.94, -0.74], [-1.63, 0.35, -0.15], [-0.40, 1.20, 0.25], [0.38, -0.90, -0.69], [2.21, 1.27, -0.66], [2.79, -0.15, 0.26], [2.39, 1.33, 1.12], [-0.29, -1.71, 1.16], [-0.09, -2.89, -0.26], [-1.46, -1.30, -1.69], [-2.28, 0.12, 0.70], [-2.23, 0.87, -0.90], [-0.17, 1.92, -0.55], [-0.63, 1.77, 1.16]], "nbo_charge": [-0.713, -0.017, -0.101, 0.063, -0.424, -0.508, -0.403, 0.165, 0.218, 0.234, 0.248, 0.196, 0.208, 0.221, 0.217, 0.160, 0.237], "e_tot_ev": -8426.7800, "spin_multiplicity": 1}

---

# 3
{"formula": "C14H48O10", "method": "ωB97M-V/def2-TZVPD", "elements": ["C", "C", "C", "O", "H", "H", "H", "H", "H", "H", "H", "H", "C", "C", "C", "O", "H", "H", "H", "H", "H", "H", "H", "H", "C", "O", "H", "H", "H", "H", "C", "O", "H", "H", "H", "H", "C", "O", "H", "H", "H", "H", "C", "O", "H", "H", "H", "H", "C", "O", "H", "H", "H", "H", "C", "O", "H", "H", "H", "H", "C", "O", "H", "H", "H", "H", "C", "O", "H", "H", "H", "H"], "xyz": [[9.94, -9.38, -24.95], [9.02, -8.44, -24.20], [9.13, -8.56, -22.68], [9.29, -7.08, -24.62], [9.94, -10.38, -24.53], [10.96, -8.99, -24.86], [9.76, -9.49, -26.02], [7.97, -8.60, -24.44], [8.44, -9.34, -22.34], [8.86, -7.67, -22.13], [10.14, -8.84, -22.35], [10.13, -6.85, -24.21], [3.15, -8.08, -16.33], [1.93, -7.64, -15.57], [1.81, -6.12, -15.43], [0.77, -8.20, -16.25], [3.19, -9.12, -16.66], [4.01, -7.94, -15.66], [3.31, -7.49, -17.24], [1.96, -8.08, -14.57], [0.90, -5.94, -14.85], [1.73, -5.63, -16.40], [2.69, -5.75, -14.90], [0.03, -8.02, -15.66], [6.99, -12.23, -19.81], [7.70, -11.00, -19.75], [7.31, -12.86, -20.65], [7.18, -12.82, -18.91], [5.93, -12.10, -19.98], [8.63, -11.20, -19.62], [6.65, -6.91, -16.29], [7.97, -7.09, -16.77], [5.88, -6.93, -17.07], [6.36, -7.76, -15.67], [6.66, -6.04, -15.62], [8.27, -6.26, -17.16], [4.93, -7.46, -22.94], [4.87, -6.15, -22.39], [3.92, -7.85, -23.12], [5.50, -7.46, -23.86], [5.45, -8.12, -22.23], [4.33, -6.19, -21.59], [4.89, -8.96, -19.48], [5.44, -9.46, -20.67], [4.13, -9.63, -19.06], [5.60, -8.69, -18.70], [4.31, -8.06, -19.73], [6.38, -9.65, -20.59], [1.41, -11.22, -17.70], [1.50, -9.95, -18.33], [2.39, -11.70, -17.70], [1.13, -11.15, -16.64], [0.74, -11.92, -18.21], [1.20, -9.31, -17.66], [2.16, -10.64, -21.79], [0.94, -11.01, -21.13], [2.15, -9.57, -22.02], [2.97, -10.75, -21.06], [2.24, -11.25, -22.68], [0.86, -10.46, -20.34], [2.18, -6.72, -20.20], [3.34, -5.99, -19.90], [2.08, -7.68, -19.68], [1.28, -6.12, -20.10], [2.27, -7.02, -21.26], [3.33, -5.55, -19.05], [7.84, -10.55, -16.43], [9.03, -9.78, -16.41], [7.18, -10.23, -15.61], [7.33, -10.47, -17.39], [8.09, -11.58, -16.22], [8.76, -8.88, -16.66]], "lowdin_charge": [-0.065, -0.482, -0.058, -0.063, 0.080, 0.081, 0.077, 0.128, 0.067, 0.081, 0.078, 0.082, -0.049, -0.449, -0.040, -0.069, 0.077, 0.076, 0.075, 0.139, 0.080, 0.079, 0.085, 0.102, -0.148, -0.138, 0.081, 0.079, 0.077, 0.095, -0.142, -0.120, 0.061, 0.067, 0.088, 0.091, -0.150, -0.125, 0.069, 0.071, 0.051, 0.018, -0.142, -0.141, 0.066, 0.076, 0.054, 0.049, -0.151, -0.165, 0.079, 0.080, 0.079, 0.032, -0.129, -0.139, 0.062, 0.064, 0.079, 0.029, -0.138, -0.140, 0.065, 0.090, 0.079, 0.083, -0.165, -0.129, 0.070, 0.055, 0.077, 0.031], "e_tot_ev": -35767.5980, "spin_multiplicity": 1}

---

In the order shown, the computed largest force on an atom values come out to 2.83; 0.51; 1.73 eV/Å.
In the order shown, the computed highest occupied orbital energy values come out to -0.3770; -0.2501; -0.3362 hartree.
In the order shown, the computed energy above the lowest of the compared OMol25 structures with the same formula, charge and spin values come out to 13.9; 102.9; 77.7 kcal per mole.